No. 1
C22H10Cl2N6O2PtS2 | ωB97M-V/def2-TZVPD

```
45
Properties=species:S:1:pos:R:3:forces:R:3
Pt -0.019690 -0.193123 0.733915 0.0 0.1 0.0
Cl 5.857651 -2.587174 3.103844 0.0 0.0 0.0
C 4.414338 -2.427158 2.169042 0.0 0.0 0.0
C 3.719330 -1.223298 2.220446 0.0 0.0 0.0
C 2.566310 -1.074912 1.482004 0.0 0.0 0.0
N 1.832150 0.149070 1.393760 -0.1 0.1 0.2
C 2.480976 1.234290 0.875086 0.0 0.0 0.0
O 3.624830 1.563542 1.095068 0.0 0.0 0.0
C 1.670065 1.964787 -0.173221 0.0 0.0 0.0
C 2.095755 3.156482 -0.726936 0.0 0.0 0.0
C 1.372897 3.692109 -1.778739 0.0 0.0 0.0
C 0.259301 3.012141 -2.255350 0.0 0.0 0.0
C -0.107582 1.824483 -1.653487 0.0 0.0 0.0
N 0.591456 1.320248 -0.636365 0.0 -0.1 0.0
C 2.088778 -2.130166 0.685825 0.0 0.0 0.0
C 2.782075 -3.327310 0.634228 0.0 0.0 0.0
C 3.947070 -3.468967 1.380958 0.0 0.0 0.0
Cl 4.791556 -4.973931 1.303222 0.0 0.0 0.0
N 0.878394 -1.852526 0.022737 0.0 0.0 -0.1
C 0.096526 -2.714633 -0.651817 0.0 0.0 -0.1
O 0.376591 -3.826575 -1.062621 0.0 0.0 0.0
C -1.306242 -2.158367 -0.872187 0.0 0.0 0.0
C -2.225581 -2.876889 -1.608534 0.0 0.0 0.0
C -3.515485 -2.385651 -1.735721 0.0 0.0 0.0
C -3.851208 -1.191940 -1.116406 0.0 0.0 0.0
C -2.885588 -0.517882 -0.391657 0.0 0.0 0.0
N -1.644777 -0.993044 -0.284832 0.0 -0.1 0.0
H 4.088024 -0.409000 2.824834 0.0 0.0 0.0
H 2.985441 3.619265 -0.323865 0.0 0.0 0.0
H 1.674113 4.628037 -2.229392 0.0 0.0 0.0
H -0.323295 3.394526 -3.080881 0.0 0.0 0.0
H -0.970136 1.257856 -1.978946 0.0 0.0 0.0
H 2.424500 -4.139294 0.021372 0.0 0.0 0.0
H -1.900321 -3.809965 -2.046605 0.0 0.0 0.0
H -4.255109 -2.933710 -2.303781 0.0 0.0 0.0
H -4.849071 -0.782540 -1.177628 0.0 0.0 0.0
H -3.088311 0.408048 0.131451 0.0 0.0 0.0
S -0.747588 -1.298688 2.625694 0.0 0.0 0.1
C -1.584388 0.159169 3.076414 0.0 0.0 0.0
S -1.212341 1.431676 1.947536 0.0 0.0 0.0
C -2.418194 0.279376 4.144633 0.1 0.0 -0.1
C -2.666599 -0.837604 4.995695 -0.1 0.0 0.0
N -2.875940 -1.752357 5.661184 0.0 0.0 0.0
C -3.074061 1.519059 4.403112 -0.1 0.0 0.1
N -3.617117 2.516413 4.587592 0.0 0.0 0.0
```
Positions in Å, forces in eV/Å.

Its net charge is 0. As for the energy relative to the best compared isomer or geometry (same formula, charge and spin): 0.0 kJ/mol. Its HOMO-LUMO gap is 7.1 eV. The value obtained for the molar mass is 720.48 g/mol.



No. 2
C22H11Cl5F5N2O2STc | ωB97M-V/def2-TZVPD

```
49
Properties=species:S:1:pos:R:3:forces:R:3
Tc 0.720169 0.652919 -0.229754 0.4 -1.8 0.3
F -1.424631 -2.962200 -6.472076 0.1 0.1 0.2
C -0.772076 -2.263250 -5.553241 0.2 0.2 0.2
C -1.259677 -2.184654 -4.247659 0.1 0.1 -0.1
F -2.390787 -2.808426 -3.921234 0.1 0.0 0.0
C -0.565421 -1.450450 -3.296965 0.3 0.1 -0.1
F -1.037804 -1.374355 -2.036313 0.0 -0.2 -0.4
C 0.619368 -0.779690 -3.613077 -0.6 -0.4 -0.5
S 1.541274 0.162367 -2.504454 0.2 0.6 1.0
C 1.082263 -0.860095 -4.936657 -0.3 -0.1 0.3
F 2.196752 -0.213819 -5.265984 -0.1 -0.1 -0.2
C 0.400346 -1.588552 -5.897692 -0.1 -0.1 0.2
F 0.850898 -1.643061 -7.144374 0.0 0.0 0.0
Cl 0.539601 0.303795 3.593496 0.1 -0.1 0.2
C 0.715892 1.837548 2.838084 -0.1 0.0 -0.1
C 0.688785 1.904426 1.456226 0.3 0.4 -0.3
C 0.810368 3.163782 0.880156 0.0 -0.3 1.2
Cl 0.775256 2.992912 -0.839870 0.1 0.9 -1.1
C 0.992842 4.342605 1.573586 0.0 0.1 0.1
Cl 1.174338 5.846363 0.773796 0.0 -0.2 -0.1
C 1.038502 4.242568 2.973015 0.0 -0.1 -0.2
Cl 1.301770 5.650937 3.899092 0.0 0.1 0.0
C 0.883847 3.000117 3.602058 0.0 0.0 -0.1
Cl 0.931685 2.906118 5.309370 0.0 0.0 0.0
O 0.759619 -1.133274 0.525985 1.3 1.5 -1.2
C -0.067712 -1.874494 1.183984 -2.0 -1.0 1.1
C 0.388568 -3.080483 1.761458 0.1 0.6 -0.3
C -0.446733 -3.883271 2.495124 -0.2 0.2 0.0
C -1.777019 -3.512527 2.684906 -0.1 0.1 0.0
C -2.255581 -2.349022 2.126820 0.2 -0.1 0.0
C -1.438321 -1.508671 1.359497 0.9 -0.6 0.0
C -1.967785 -0.317901 0.748641 0.1 0.0 0.2
N -1.315112 0.573963 -0.023797 0.1 -0.6 0.3
C -2.221990 1.533194 -0.376782 -0.8 0.6 -0.1
C -3.424101 1.246757 0.190238 0.4 0.6 -0.5
N -3.249577 0.090609 0.884377 0.5 -0.3 0.0
H 1.424238 -3.342186 1.620594 0.2 0.0 -0.1
H -0.069939 -4.790923 2.940685 0.0 -0.1 0.0
H -2.430691 -4.129809 3.277304 -0.1 -0.1 0.1
H -3.285205 -2.084754 2.303862 -0.2 0.0 0.0
H -1.965691 2.352572 -1.016638 0.0 0.1 -0.1
H -4.354010 1.776458 0.164717 -0.2 0.0 -0.1
H -3.966555 -0.388297 1.405226 0.1 0.0 0.0
C 3.740279 1.263720 1.033814 0.3 0.5 0.7
O 3.008399 0.640576 -0.019914 -0.7 -0.3 -0.3
H 4.808772 1.068811 0.913183 -0.2 0.0 -0.1
H 3.403434 0.903170 2.008231 0.0 0.0 -0.1
H 3.560703 2.337047 0.973439 0.1 -0.1 0.0
H 3.328450 -0.269169 -0.104482 -0.2 0.0 -0.2
```
Positions in Å, forces in eV/Å.

The multiplicity is 4. Its net charge is +1. As for the energy relative to the best compared isomer or geometry (same formula, charge and spin): 27.2 kJ/mol. Its HOMO-LUMO gap (alpha / beta) is 7.7 / 5.6 eV. The value obtained for the molar mass is 737.66 g/mol.



> What is the formula in the second record?

C22H11Cl5F5N2O2STc